# 1
Formula: C24H20ClN5O2S
Source: the Open Molecules 2025 dataset
Level of theory: ωB97M-V with the def2-TZVPD basis set

Geometry as XYZ:
```
53
Properties=species:S:1:pos:R:3:forces:R:3:nbo_charge:R:1
C -0.51910 -2.28191 -3.14413 -0.3 0.0 0.0 -0.71
C -0.61890 -1.97003 -1.67986 -0.4 -0.2 -0.6 0.55
O -1.64419 -1.63481 -1.13066 0.1 -0.1 -0.1 -0.54
C 0.64862 -2.09141 -0.93754 0.3 0.4 1.3 -0.04
N 1.65536 -2.67413 -1.44916 -0.3 -0.2 -0.7 -0.17
N 2.78915 -2.83127 -0.81291 -0.1 0.6 1.2 -0.40
C 3.87175 -3.46637 -1.38714 0.5 -0.4 -0.6 0.24
C 5.05571 -3.57110 -0.65913 -0.2 0.0 -0.1 -0.31
C 6.14048 -4.21631 -1.22408 -0.3 0.0 -0.2 0.00
C 6.07156 -4.75952 -2.49782 0.1 0.0 0.1 -0.27
C 4.88880 -4.64744 -3.21119 0.1 0.0 0.2 -0.17
C 3.79164 -4.00835 -2.66968 -0.1 0.1 0.1 -0.27
H 2.86961 -3.91526 -3.21925 -0.1 0.0 -0.1 0.23
H 4.82691 -5.06602 -4.20380 0.0 0.0 -0.1 0.22
H 6.92812 -5.25879 -2.92023 0.1 0.0 0.0 0.23
Cl 7.60597 -4.34474 -0.31858 0.2 0.0 0.1 0.01
H 5.12652 -3.15341 0.33329 0.0 0.0 0.1 0.22
H 2.89832 -2.42328 0.11816 -0.1 -0.1 -0.3 0.38
S 0.62550 -1.41653 0.73648 0.2 -0.5 -0.2 0.23
C -0.16096 0.07212 0.30542 0.3 0.1 0.2 0.18
N 0.16200 0.80056 -0.72579 0.6 -0.7 0.1 -0.30
N -0.68029 1.84007 -0.75573 -0.7 0.9 -0.1 -0.27
C -1.50222 1.73824 0.25118 -0.1 -0.1 0.2 0.31
N -1.21855 0.61324 0.97945 0.5 0.2 -0.7 -0.40
C -1.89752 0.07132 2.08404 -0.4 -0.3 0.5 0.21
C -3.28010 -0.06410 2.04019 0.2 0.0 0.0 -0.24
C -3.93863 -0.61282 3.12517 0.0 0.0 0.1 -0.18
C -3.22748 -1.03003 4.23855 0.0 0.0 0.0 -0.21
C -1.84942 -0.89871 4.27148 0.0 0.0 0.0 -0.20
C -1.17770 -0.34490 3.19679 -0.1 0.1 -0.1 -0.24
H -0.10332 -0.23341 3.21730 0.1 0.1 0.0 0.22
H -1.29236 -1.22603 5.13620 0.0 0.0 0.1 0.22
H -3.74745 -1.46184 5.08032 0.0 0.0 0.1 0.22
H -5.01206 -0.72143 3.09543 -0.1 0.0 0.0 0.22
H -3.82272 0.24418 1.15972 0.0 0.0 -0.1 0.25
C -2.60063 2.71004 0.55433 0.2 0.1 0.2 0.04
C -2.06307 4.12221 0.42185 -0.1 0.1 0.0 -0.06
C -0.93234 4.48397 1.14357 -0.1 0.1 0.0 -0.15
C -0.41660 5.76149 1.03817 0.1 0.0 0.1 -0.22
C -1.02885 6.69187 0.21425 0.0 0.1 -0.1 -0.21
C -2.16108 6.33899 -0.49694 0.1 0.1 0.0 -0.20
C -2.67736 5.05829 -0.39412 -0.1 -0.2 0.1 -0.21
H -3.57033 4.79124 -0.93951 -0.1 0.0 0.0 0.22
H -2.64682 7.06140 -1.13626 0.0 0.1 -0.1 0.21
H -0.62424 7.68961 0.13070 0.0 0.1 0.0 0.21
H 0.46529 6.03280 1.59947 0.1 0.0 0.0 0.21
H -0.45429 3.75934 1.78801 0.1 -0.1 0.0 0.20
O -3.71922 2.44070 -0.25814 -0.3 0.0 -0.1 -0.70
H -3.43392 2.48593 -1.17936 0.0 -0.1 0.0 0.48
H -2.94629 2.55214 1.58513 0.1 0.0 -0.2 0.21
H 0.06435 -1.49718 -3.62154 0.1 0.0 -0.1 0.25
H -0.00395 -3.22597 -3.29196 0.1 -0.1 -0.1 0.24
H -1.51370 -2.31270 -3.58013 0.0 0.0 0.0 0.23
```
Positions in Å, forces in eV/Å.

## Properties
HOMO-LUMO gap: 0.3027 Ha
HOMO energy: -8.3 eV
SMILES: CC(=O)/C(=N/Nc1cccc(Cl)c1)Sc1nnc([C@H](O)c2ccccc2)n1-c1ccccc1

=====

# 2
Formula: C24H20ClNNdPS
Source: the Open Molecules 2025 dataset
Level of theory: ωB97M-V with the def2-TZVPD basis set

Geometry as XYZ:
```
49
Properties=species:S:1:pos:R:3:forces:R:3:mulliken_charge:R:1
C 3.42317 0.11810 2.17415 1.1 -2.3 2.0 -1.19
C 2.46877 1.04328 1.83876 -1.2 1.5 -0.9 -0.29
C 1.26869 0.81213 2.54616 -0.6 1.0 -1.2 -0.09
H 2.66510 1.86920 1.15387 -0.3 -0.3 0.1 0.58
C 1.38322 -0.36347 3.30810 2.7 0.0 1.9 -1.12
C 2.83974 -0.68938 3.28014 -1.5 3.0 0.1 0.14
H 3.32656 -0.86438 4.25798 0.1 -1.3 -1.1 0.54
H 4.43490 -0.07335 1.71409 -1.2 0.6 0.9 0.37
H 0.43765 1.52453 2.59515 0.1 -0.6 -0.4 0.57
H 0.73562 -0.71319 4.13753 0.4 0.3 -0.9 0.36
Nd 1.67003 -1.50141 1.06474 1.7 0.4 0.9 1.13
Cl -0.10953 -3.00675 1.90102 -1.0 -0.7 0.2 -0.44
P -0.30342 -0.10850 -0.36550 0.2 -0.4 -0.3 0.67
C -1.63048 0.71958 0.51927 -0.3 0.4 0.2 0.09
C -2.11315 1.95346 0.07478 -0.5 -0.3 0.2 -0.15
H -1.65695 2.42734 -0.78579 -0.1 0.0 0.0 0.44
C -3.20837 2.54088 0.71275 0.1 -0.3 0.2 -0.65
H -3.61519 3.47858 0.32539 0.1 -0.3 0.3 0.41
C -3.77795 1.89701 1.81888 0.0 0.0 0.0 -0.45
H -4.64109 2.34751 2.31154 0.2 -0.1 -0.1 0.35
C -3.26432 0.68193 2.30694 0.1 0.3 -0.3 -0.67
H -3.72741 0.19441 3.17352 0.3 0.3 -0.4 0.41
C -2.17174 0.09995 1.66500 -0.1 0.2 -0.4 -0.18
H -1.73989 -0.84052 2.01096 -0.2 0.2 0.0 0.24
C 0.49927 1.07708 -1.49846 0.3 -0.1 -0.1 0.20
C 1.04785 2.26833 -0.98441 -0.2 0.0 -0.2 -0.27
H 0.92991 2.50268 0.07723 -0.1 0.0 -0.4 0.83
C 1.72268 3.14518 -1.83175 -0.1 -0.3 -0.3 -0.98
H 2.11047 4.08881 -1.44114 -0.1 -0.3 -0.2 0.40
C 1.87525 2.81221 -3.18720 -0.1 0.0 0.2 -0.48
H 2.36698 3.51337 -3.85614 0.0 -0.1 0.1 0.37
C 1.39916 1.59471 -3.68603 0.1 0.2 0.2 -0.64
H 1.51323 1.33875 -4.74302 0.1 0.1 0.4 0.40
C 0.74319 0.71207 -2.83234 -0.3 0.3 0.2 -0.68
H 0.38485 -0.25190 -3.19234 0.0 0.3 0.0 0.37
C -1.06901 -1.39136 -1.41209 -0.3 0.0 -0.2 0.57
C -2.35265 -1.13941 -1.90444 0.2 -0.5 -0.4 -0.17
H -2.85714 -0.22148 -1.62369 0.0 -0.1 -0.1 0.38
C -2.96526 -2.04170 -2.77483 0.4 -0.1 0.2 -0.69
H -3.94907 -1.80586 -3.18350 0.3 -0.2 0.1 0.41
C -2.29177 -3.22130 -3.10805 0.0 0.1 0.0 -0.46
H -2.76313 -3.92889 -3.78632 0.1 0.1 0.1 0.37
C -1.02291 -3.51217 -2.58397 0.0 0.2 0.1 -0.74
H -0.51837 -4.44728 -2.84934 -0.3 0.4 0.1 0.38
C -0.40082 -2.60380 -1.72418 -0.6 0.7 -0.1 -0.05
H 0.58918 -2.83182 -1.29767 -0.5 0.1 -0.3 0.01
S 5.12254 -3.52476 4.12654 1.3 -0.7 0.9 -0.45
C 4.03471 -3.11034 3.08483 -2.1 1.3 -1.1 0.41
N 3.15691 -2.56806 2.47288 1.7 -3.0 -0.3 -0.53
```
Positions in Å, forces in eV/Å.

## Properties
HOMO-LUMO gap (alpha / beta): 0.2214 / 0.2227 Ha
HOMO energy (alpha / beta): -6.5 / -6.5 eV
spin multiplicity: 4

=====

# 3
Formula: C24H20F6N6O10S4Y
Source: the Open Molecules 2025 dataset
Level of theory: ωB97M-V with the def2-TZVPD basis set

Geometry as XYZ:
```
71
Properties=species:S:1:pos:R:3:forces:R:3:mulliken_charge:R:1
Y -0.23561 -0.04581 -0.15332 0.1 0.1 -0.1 0.39
O 1.86643 -3.82323 -0.28302 0.0 0.0 -0.1 -0.77
C 1.58690 -2.64011 -0.17638 0.0 0.0 0.1 0.42
O 0.80062 -1.93089 -0.89971 -0.1 0.0 0.2 -0.55
C 2.22323 -1.84153 0.96104 0.1 0.0 -0.1 0.59
C 3.45527 -2.14120 1.51764 0.0 0.0 0.1 -0.89
C 3.97856 -1.26520 2.45718 0.0 0.0 0.0 -0.92
C 3.27106 -0.12155 2.81130 0.0 -0.1 0.0 -0.60
C 2.04617 0.09649 2.20658 0.0 0.1 0.0 -0.05
N 1.54681 -0.75886 1.32291 0.2 0.1 -0.1 1.89
C 1.22631 1.36240 2.40242 0.0 -0.1 0.1 -0.23
O 1.44035 2.08151 3.36457 0.0 0.1 -0.1 -0.78
O 0.35239 1.54670 1.47355 -0.1 -0.1 0.0 -0.80
H 3.97899 -3.02466 1.18191 0.0 0.0 0.0 0.57
H 4.95144 -1.45553 2.89412 0.0 0.0 0.0 0.42
H 3.64780 0.60635 3.51548 0.0 0.0 0.0 0.57
S -3.94506 -3.31684 -0.66864 0.0 0.0 0.0 -0.31
C -4.31178 -1.92526 -1.59382 0.0 0.0 0.0 -0.62
C -3.37632 -0.94891 -1.42770 0.0 0.0 0.0 -0.60
C -2.30320 -1.26882 -0.52438 -0.3 -0.2 -0.4 0.89
C -2.50348 -2.54187 -0.05890 0.0 0.1 0.1 -0.36
C -1.64392 -3.23859 0.89034 0.0 0.0 0.0 0.53
C -1.62663 -4.63501 1.01145 0.0 0.0 0.0 -0.78
C -0.80754 -5.22608 1.94747 0.0 0.0 0.0 -0.79
C -0.01164 -4.42259 2.75584 0.0 0.0 0.0 -0.84
C -0.07227 -3.05743 2.56094 0.0 0.1 0.1 -0.77
N -0.86597 -2.46527 1.66632 0.0 0.0 -0.1 1.26
H -5.19513 -1.90254 -2.21437 0.0 0.0 0.0 0.45
H -3.45034 0.00042 -1.94278 0.0 0.0 0.0 0.38
H -2.23251 -5.23498 0.34594 0.0 0.0 0.0 0.47
H -0.77185 -6.30466 2.03677 0.0 0.0 0.0 0.39
H 0.65755 -4.83930 3.49535 0.0 0.0 0.0 0.48
H 0.53811 -2.38877 3.16019 0.0 0.0 0.0 0.33
F 1.95476 2.99900 -4.24836 0.0 0.0 0.0 -0.26
C 0.91451 2.57924 -3.51667 -0.1 -0.1 0.0 0.62
F -0.20244 3.06264 -4.05761 0.0 0.0 0.0 -0.23
F 1.04329 3.06094 -2.29040 0.0 0.0 0.0 -0.15
S 0.86729 0.72113 -3.59317 -0.1 -0.1 -0.1 1.26
O -0.07820 0.28406 -2.58143 0.0 0.3 0.1 -0.37
O 0.51373 0.49567 -4.95549 0.1 -0.2 0.0 -0.70
N 2.34152 0.24550 -3.31670 0.0 0.2 0.0 -0.72
S 2.96451 0.27764 -1.87295 -0.1 0.1 -0.1 1.15
O 3.72119 -0.89371 -1.57794 0.0 0.0 0.0 -0.70
O 2.05234 0.81704 -0.87878 0.1 -0.1 0.1 -0.71
C 4.27113 1.59473 -2.00361 0.0 0.0 0.0 0.56
F 5.21067 1.36775 -1.08282 0.0 0.0 0.0 -0.22
F 4.84663 1.57748 -3.20487 0.0 0.0 0.0 -0.24
F 3.76502 2.80743 -1.79280 0.0 0.0 0.0 -0.19
N -3.10412 -2.15066 4.03155 0.1 0.0 -0.1 -0.74
C -3.53199 -1.18466 3.02064 0.0 0.0 0.0 0.01
C -2.44552 -0.15998 2.74654 -0.2 0.1 0.0 0.28
O -1.48947 -0.08450 3.67326 0.0 0.0 0.0 -0.35
O -2.48701 0.57446 1.79291 0.2 0.0 0.1 -0.43
H -3.89713 -2.60434 4.46309 0.0 0.0 0.0 0.25
H -1.68330 -0.80056 4.31221 0.0 0.0 0.0 0.39
H -2.53799 -2.87354 3.59931 0.0 0.0 0.0 0.13
H -4.38293 -0.61919 3.40797 0.0 0.0 0.0 0.54
H -3.81900 -1.60696 2.05518 0.0 0.0 0.0 0.10
C -4.37983 4.12116 -0.70134 0.0 0.0 0.0 -0.86
N -3.36401 4.02536 0.32330 0.0 0.0 0.0 0.27
C -3.37372 4.65853 1.55688 0.0 0.0 0.0 -0.41
C -2.26307 4.25760 2.21041 0.0 0.0 0.0 -0.63
N -1.59050 3.39921 1.37668 0.1 0.0 0.0 0.41
C -2.26456 3.23643 0.22767 0.0 0.0 0.0 -0.04
S -1.85476 2.27540 -1.10518 0.0 0.0 0.1 -0.51
H -5.00322 4.98847 -0.49435 0.0 0.0 0.0 0.32
H -4.99235 3.21946 -0.71855 0.0 0.0 0.0 0.30
H -3.90360 4.23051 -1.67348 0.0 0.0 0.0 0.32
H -4.16076 5.33194 1.84353 0.0 0.0 0.0 0.42
H -1.89245 4.50873 3.18722 0.0 0.0 0.0 0.46
H -0.73880 2.84234 1.57910 0.0 -0.1 0.0 0.31
```
Positions in Å, forces in eV/Å.

## Properties
net charge: -1
HOMO-LUMO gap: 0.2849 Ha
energy relative to the best compared isomer or geometry (same formula, charge and spin): 82.59 kJ/mol
HOMO energy: -5.5 eV

=====

# 4
Formula: C24H20N4ORuSbSe4
Source: the Open Molecules 2025 dataset
Level of theory: ωB97M-V with the def2-TZVPD basis set

Geometry as XYZ:
```
55
Properties=species:S:1:pos:R:3:forces:R:3:nbo_charge:R:1
Ru 0.43537 -0.98177 -0.50021 -1.3 1.1 0.6 0.50
O -3.79961 0.18763 0.53165 0.0 0.0 0.0 -0.75
C -2.66898 -0.34886 0.56001 0.0 -0.2 0.0 0.58
N -1.97052 -0.81705 -0.46123 0.2 0.1 0.0 -0.64
C -2.72427 -0.74397 -1.69149 0.0 0.1 0.1 -0.30
C -1.91375 -1.00249 -2.92719 0.0 -0.1 0.0 0.32
C -2.51342 -0.84391 -4.17758 0.0 0.0 0.0 -0.30
C -1.80421 -1.18771 -5.31210 0.0 0.0 0.0 -0.18
C -0.51606 -1.68101 -5.16644 0.0 0.0 0.0 -0.28
C 0.02072 -1.76408 -3.89399 0.0 0.0 0.0 0.08
N -0.65897 -1.41904 -2.79568 0.0 0.1 0.2 -0.49
C -2.04058 -0.60577 1.90817 0.1 0.0 0.0 0.15
C -2.71115 -0.24150 3.07142 0.0 0.0 0.0 -0.24
C -2.17142 -0.61788 4.28728 0.0 0.0 0.0 -0.19
C -0.99609 -1.35485 4.30141 0.0 0.0 0.0 -0.27
C -0.38573 -1.64859 3.09135 0.0 0.0 0.0 0.06
N -0.88853 -1.26604 1.92350 0.0 0.0 0.0 -0.40
H -3.24996 0.21666 -1.79671 0.0 0.0 0.0 0.20
H -3.53494 -1.48792 -1.67377 0.0 0.0 0.0 0.21
H -3.52891 -0.47007 -4.23552 0.0 0.0 0.0 0.20
H -2.25183 -1.08374 -6.29427 0.0 0.0 0.0 0.20
H 0.07806 -1.99730 -6.01307 0.0 0.0 0.0 0.22
H 1.02905 -2.13104 -3.74533 0.0 0.0 0.0 0.26
H -3.63719 0.30769 2.97718 0.0 0.0 0.0 0.24
H -2.66428 -0.35229 5.21597 0.0 0.0 0.0 0.20
H -0.55093 -1.69358 5.22802 0.0 0.0 0.0 0.20
H 0.53823 -2.21051 3.04687 0.0 0.0 0.0 0.22
N 0.01678 1.05748 -0.99477 0.6 -0.1 -0.8 -0.78
C 0.30069 2.30105 -0.33914 -0.2 -0.1 0.3 0.22
C -0.34224 3.42744 -0.84957 0.0 -0.1 0.0 -0.23
C -0.18102 4.67092 -0.27614 0.0 0.0 0.0 -0.24
C 0.63723 4.76907 0.83915 0.0 0.0 0.0 -0.23
C 1.26719 3.64784 1.34232 0.0 -0.1 0.0 -0.19
C 1.13769 2.36341 0.77892 -0.1 -0.1 -0.1 -0.06
C 1.84283 1.17532 1.36118 0.0 0.0 0.0 -0.07
C 2.80600 1.45417 2.34876 0.0 0.0 0.0 -0.22
C 3.55192 0.48021 2.98133 0.0 0.1 0.0 -0.26
C 3.34033 -0.84259 2.63094 0.0 0.0 0.0 -0.19
C 2.39677 -1.13277 1.66777 0.0 -0.2 0.0 -0.28
C 1.63026 -0.17669 0.98707 -0.1 -0.1 -0.1 -0.02
H -0.96691 1.02167 -1.23901 0.0 0.0 0.0 0.40
H 0.55354 1.01011 -1.86538 -0.1 0.1 0.0 0.42
H -0.98483 3.29829 -1.71375 0.0 0.0 0.0 0.20
H -0.69100 5.53655 -0.67999 0.0 0.0 0.0 0.20
H 0.78006 5.72297 1.33344 0.0 0.0 0.0 0.20
H 1.86415 3.78754 2.22841 0.0 0.0 0.0 0.20
H 3.02246 2.47535 2.62220 0.0 0.0 0.0 0.18
H 4.30082 0.76112 3.71339 0.0 0.0 0.0 0.19
H 3.92277 -1.65112 3.05687 0.0 0.0 0.0 0.21
H 2.27144 -2.17406 1.40149 0.0 0.0 0.0 0.25
Se 4.42289 -3.81666 0.11212 0.1 0.0 0.1 -0.84
Sb 2.57383 -3.27284 -1.36136 0.6 -0.7 -0.3 1.09
Se 2.52017 -0.76510 -1.82636 -0.2 -0.3 0.3 -0.51
Se 0.39271 -3.51105 -0.18890 0.4 0.2 -0.2 -0.56
Se 2.69335 -4.37861 -3.52921 -0.1 0.0 -0.1 -0.86
```
Positions in Å, forces in eV/Å.

## Properties
net charge: -2
HOMO-LUMO gap (alpha / beta): 0.2076 / 0.2070 Ha
energy relative to the best compared isomer or geometry (same formula, charge and spin): 56.84 kJ/mol
HOMO energy (alpha / beta): -1.3 / -1.3 eV
spin multiplicity: 2